No. 1
# C4H7BrN2S

One molecule with the formula C4H7BrN2S at a distorted geometry (ωB97M-V with the def2-TZVPD basis set, the OMol25 dataset).

Output
- Relative energy (zero: lowest compared OMol25 entry of this formula, charge and spin): 1.9006 eV
- E: -3238.1928 Ha
- HOMO-LUMO gap (alpha / beta): 8.404 / 5.549 eV
- Net charge: 0

Element x y z (Å)
C (2.260, 1.200, 0.307)
C (-0.665, -0.093, -0.138)
C (-0.410, -1.340, 0.646)
C (-1.827, -0.069, -1.060)
N (0.916, 1.555, 0.564)
N (-0.056, 1.001, 0.060)
S (2.630, -0.151, -0.790)
Br (-3.518, 0.005, -0.025)
H (2.786, 2.107, -0.009)
H (2.657, 0.920, 1.289)
H (0.468, -1.230, 1.277)
H (-0.249, -2.170, -0.042)
H (-1.271, -1.570, 1.274)
H (-1.895, -0.978, -1.654)
H (-1.827, 0.812, -1.699)

Forces on atoms 1 to 3 (eV/Å):
C 0.698 -0.894 -1.261
C -0.026 -0.315 0.284
C 0.183 0.056 0.218

No. 2
# C3H7NOS

One molecule with the formula C3H7NOS (ωB97M-V with the def2-TZVPD basis set, the OMol25 dataset).

Output
- Relative energy (zero: lowest compared OMol25 entry of this formula, charge and spin): 0.0000 eV
- E: -646.7120 Ha
- HOMO-LUMO gap: 9.877 eV
- SMILES: NC(=O)CCS
- Net charge: 0

Element x y z (Å)
N (-2.454, -1.250, -0.331)
C (-1.581, -0.337, 0.175)
O (-1.899, 0.479, 1.009)
C (-0.179, -0.405, -0.401)
C (0.723, 0.659, 0.186)
S (2.457, 0.494, -0.345)
H (-3.390, -1.289, 0.033)
H (-2.152, -1.904, -1.028)
H (0.274, -1.389, -0.247)
H (-0.234, -0.297, -1.496)
H (0.694, 0.642, 1.273)
H (0.430, 1.655, -0.121)
H (2.715, -0.624, 0.351)

Forces on atoms 1 to 3 (eV/Å):
N 0.230 0.028 -0.016
C 0.045 -0.241 -0.227
O -0.152 0.218 0.310

No. 3
# C4H6N2O2

C4H6N2O2 as an isolated structure at a distorted geometry (ωB97M-V with the def2-TZVPD basis set, the OMol25 dataset).

Output
- Relative energy (zero: lowest compared OMol25 entry of this formula, charge and spin): 8.8106 eV
- E: -415.7168 Ha
- HOMO-LUMO gap: 8.743 eV
- Net charge: 0

Element x y z (Å)
C (1.983, -0.328, 0.006)
C (-0.741, 0.043, -0.171)
C (-1.924, -0.491, -0.415)
C (-0.793, 1.551, 0.142)
H (0.750, -1.688, 1.594)
H (2.607, -1.390, 0.430)
H (1.617, 1.532, -1.056)
H (-2.011, -1.726, -0.511)
H (-3.051, -0.074, -0.291)
H (-1.558, 2.007, -0.443)
N (0.429, -0.623, -0.002)
N (2.533, 0.736, -0.461)
O (0.149, -1.880, 0.498)
O (0.009, 2.331, 0.680)

Forces on atoms 1 to 3 (eV/Å):
C -1.497 -0.202 -0.795
C 0.660 3.865 1.039
C -4.094 -4.261 0.082

No. 4
# C4H6INO

A 2-piece molecular cluster, C4H6INO overall at a distorted geometry (ωB97M-V with the def2-TZVPD basis set, the OMol25 dataset).

Output
- Relative energy (zero: lowest compared OMol25 entry of this formula, charge and spin): 2.6156 eV
- E: -583.6234 Ha
- HOMO-LUMO gap: 9.754 eV
- SMILES: Cc1cnoc1.I
- Net charge: 0

Element x y z (Å)
C (0.945, 1.200, 0.202)
C (-0.090, 0.107, 0.181)
C (-0.524, -0.788, -0.784)
N (-1.319, -1.697, -0.295)
O (-1.432, -1.460, 1.033)
C (-0.747, -0.388, 1.267)
H (1.414, 1.063, 1.223)
H (0.531, 2.220, 0.108)
H (1.761, 0.863, -0.566)
H (-0.248, -0.926, -1.728)
H (-0.672, 0.043, 2.311)
I (-3.120, -4.454, -1.383)
H (-2.225, -3.094, -1.045)

Forces on atoms 1 to 3 (eV/Å):
C 1.379 -1.553 0.140
C -0.300 0.370 0.986
C -0.977 -0.484 2.455

No. 5
# C40H26F5N3O5PS2Sn

C40H26F5N3O5PS2Sn as an isolated structure at a distorted geometry (ωB97M-V with the def2-TZVPD basis set, the OMol25 dataset).

Output
- Relative energy (zero: lowest compared OMol25 entry of this formula, charge and spin): 0.5910 eV
- E: -3931.4195 Ha
- HOMO-LUMO gap (alpha / beta): 5.162 / 5.792 eV
- Net charge: +1

Element x y z (Å)
Sn (-0.689, 0.141, -0.892)
C (4.595, 6.183, -0.479)
O (5.721, 5.399, -0.138)
C (5.612, 4.390, 0.721)
C (6.802, 3.674, 0.968)
C (6.821, 2.612, 1.829)
C (5.622, 2.172, 2.429)
C (4.442, 2.920, 2.228)
C (4.439, 4.009, 1.395)
N (5.636, 1.048, 3.179)
N (4.702, 0.334, 3.524)
C (3.577, -0.047, 2.944)
C (2.494, -0.443, 3.765)
C (1.232, -0.572, 3.268)
C (0.934, -0.318, 1.891)
O (-0.219, -0.402, 1.429)
C (2.069, 0.017, 1.020)
N (1.801, 0.261, -0.263)
C (2.778, 0.397, -1.135)
C (4.118, 0.283, -0.758)
C (4.431, 0.103, 0.572)
C (3.390, 0.012, 1.509)
H (4.953, 6.894, -1.222)
H (4.207, 6.729, 0.385)
H (3.801, 5.569, -0.915)
H (7.698, 3.990, 0.457)
H (7.734, 2.075, 2.028)
H (3.542, 2.656, 2.765)
H (3.530, 4.577, 1.278)
H (2.686, -0.541, 4.823)
H (0.401, -0.797, 3.919)
H (2.491, 0.556, -2.168)
H (4.892, 0.332, -1.507)
H (5.463, -0.002, 0.878)
O (1.440, -2.008, -3.720)
S (0.261, -1.905, -2.929)
O (0.492, -2.039, -1.466)
O (-0.498, -0.648, -3.135)
C (-0.926, -3.169, -3.292)
C (-0.901, -3.936, -4.437)
C (-1.914, -4.860, -4.655)
C (-2.938, -4.994, -3.729)
C (-2.961, -4.211, -2.586)
C (-1.939, -3.291, -2.357)
P (-1.934, -2.274, -0.850)
C (-3.727, -2.053, -0.555)
C (-4.526, -2.912, 0.192)
C (-5.885, -2.661, 0.288)
C (-6.445, -1.561, -0.343)
C (-5.650, -0.705, -1.091)
C (-4.292, -0.949, -1.188)
C (-1.341, -3.383, 0.437)
C (-0.545, -4.485, 0.144)
C (-0.128, -5.316, 1.167)
C (-0.487, -5.045, 2.479)
C (-1.255, -3.928, 2.772)
C (-1.678, -3.091, 1.757)
H (-0.097, -3.801, -5.141)
H (-1.911, -5.466, -5.548)
H (-3.727, -5.713, -3.898)
H (-3.775, -4.310, -1.883)
H (-4.086, -3.763, 0.693)
H (-6.515, -3.336, 0.850)
H (-7.503, -1.363, -0.249)
H (-6.089, 0.144, -1.588)
H (-3.645, -0.285, -1.770)
H (-0.250, -4.677, -0.877)
H (0.472, -6.184, 0.942)
H (-0.173, -5.708, 3.271)
H (-1.528, -3.720, 3.795)
H (-2.265, -2.208, 1.971)
F (-4.918, 6.907, -1.080)
C (-4.269, 5.813, -0.696)
C (-3.022, 5.911, -0.083)
F (-2.469, 7.112, 0.097)
C (-2.361, 4.768, 0.344)
F (-1.171, 4.907, 0.937)
C (-2.895, 3.485, 0.153)
S (-2.074, 2.073, 0.744)
C (-4.141, 3.414, -0.486)
F (-4.693, 2.222, -0.727)
C (-4.822, 4.550, -0.900)
F (-6.006, 4.439, -1.499)

Forces on atoms 1 to 3 (eV/Å):
Sn 0.354 -0.413 0.266
C -0.352 0.211 -0.086
O 0.321 -0.060 -0.026

No. 6
# C33H25GeI2N4O2Ti

C33H25GeI2N4O2Ti as an isolated structure at a distorted geometry (ωB97M-V with the def2-TZVPD basis set, the OMol25 dataset).

Output
- Spin multiplicity: 3
- E: -5163.6531 Ha
- HOMO-LUMO gap (alpha / beta): 5.827 / 4.925 eV
- Net charge: +1

Element x y z (Å)
Ti (0.732, -0.426, 0.899)
O (2.969, 2.743, 1.778)
C (2.333, 1.883, 1.210)
N (1.136, 1.350, 1.595)
C (0.603, 1.684, 2.905)
C (0.364, 0.392, 3.654)
C (-0.214, 0.332, 4.911)
C (-0.263, -0.886, 5.559)
C (0.264, -2.014, 4.937)
C (0.766, -1.888, 3.665)
N (0.799, -0.705, 3.024)
C (2.818, 1.239, -0.066)
C (3.958, 1.689, -0.696)
C (4.351, 1.071, -1.866)
C (3.596, 0.014, -2.362)
C (2.491, -0.405, -1.660)
N (2.092, 0.202, -0.530)
H (1.322, 2.304, 3.443)
H (-0.326, 2.251, 2.821)
H (-0.594, 1.233, 5.374)
H (-0.700, -0.961, 6.547)
H (0.268, -2.977, 5.427)
H (1.152, -2.738, 3.120)
H (4.494, 2.518, -0.254)
H (5.239, 1.402, -2.389)
H (3.866, -0.490, -3.280)
H (1.903, -1.248, -1.996)
I (3.016, -4.667, -0.651)
C (1.016, -4.273, -0.350)
C (0.061, -5.132, -0.710)
C (-1.331, -4.806, -0.508)
I (-2.690, -6.192, -1.153)
C (-1.774, -3.578, 0.087)
C (-3.089, -3.221, 0.351)
C (-3.344, -1.976, 0.988)
C (-2.342, -1.133, 1.285)
N (-1.015, -1.443, 0.990)
C (-0.758, -2.660, 0.445)
C (0.630, -2.984, 0.253)
O (1.510, -2.112, 0.619)
H (0.329, -6.078, -1.161)
H (-3.897, -3.886, 0.089)
H (-4.356, -1.686, 1.233)
H (-2.519, -0.174, 1.744)
Ge (-0.778, 1.325, -0.324)
C (0.022, 2.957, -0.991)
C (-0.358, 4.187, -0.450)
C (0.193, 5.372, -0.926)
C (1.135, 5.340, -1.946)
C (1.521, 4.124, -2.494)
C (0.968, 2.943, -2.017)
C (-1.834, 0.454, -1.739)
C (-1.331, -0.633, -2.454)
C (-2.045, -1.216, -3.496)
C (-3.293, -0.715, -3.836)
C (-3.821, 0.362, -3.133)
C (-3.097, 0.940, -2.097)
H (-1.860, 1.811, 0.676)
H (-1.094, 4.225, 0.344)
H (-0.114, 6.321, -0.502)
H (1.563, 6.263, -2.317)
H (2.248, 4.099, -3.298)
H (1.265, 2.002, -2.471)
H (-0.360, -1.050, -2.191)
H (-1.629, -2.053, -4.045)
H (-3.851, -1.159, -4.651)
H (-4.796, 0.752, -3.398)
H (-3.522, 1.782, -1.560)

Forces on atoms 1 to 3 (eV/Å):
Ti -0.642 1.977 0.609
O 0.083 0.023 0.013
C -0.335 0.119 -0.034